No. 1
ORCA calculation (ωB97M-V with the def2-TZVPD basis set) on a 10-piece molecular cluster, C57H66BN13O5 overall in a non-equilibrium geometry.

Calculated values
E_LUMO ... -0.1 eV
Frontier orbital gap ... 9.21 eV
Molar mass ... 1024.053 g mol⁻¹

Geometry as ORCA input:
```
! wB97M-V def2-TZVPD RIJCOSX def2/J DEFGRID3
* xyz 0 1
C -2.030 -0.107 2.593
C -2.758 -1.052 1.634
O -1.779 -1.922 1.083
C -2.092 -2.537 -0.123
C -3.518 -2.919 -0.164
N -4.630 -3.260 -0.260
C -1.336 -3.887 -0.222
C -1.002 -4.406 1.176
C -0.501 -5.827 1.081
N 0.898 -6.043 0.779
O -1.229 -6.770 1.274
C -1.761 -1.536 -1.318
C -3.018 -0.874 -1.732
N -3.962 -0.311 -2.108
C -1.305 -2.250 -2.587
C -1.407 -1.420 -3.866
C -0.681 -0.091 -3.828
N 0.785 -0.260 -3.815
O -0.984 -0.477 -0.839
B 0.342 -0.647 -0.566
O 0.985 -1.868 -0.394
O 1.057 0.506 -0.416
H -2.030 0.890 2.179
H -0.999 -0.388 2.722
H -2.543 -0.026 3.533
H -3.235 -0.441 0.883
H -3.491 -1.603 2.199
H -2.003 -4.616 -0.650
H -0.406 -3.807 -0.754
H -1.861 -4.427 1.823
H -0.197 -3.815 1.585
H 1.089 -5.704 -0.155
H 1.422 -5.449 1.411
H -0.347 -2.732 -2.493
H -2.012 -3.062 -2.718
H -0.919 -2.013 -4.630
H -2.424 -1.297 -4.196
H -0.915 0.432 -4.747
H -1.024 0.568 -3.046
H 1.208 0.336 -3.119
H 1.021 -1.216 -3.592
H 1.489 -2.090 -1.173
H 1.653 0.377 0.324
C -7.650 0.989 -6.132
C -7.049 2.059 -6.776
C -5.814 2.491 -6.317
N -5.171 1.939 -5.290
C -5.763 0.912 -4.679
C -6.996 0.402 -5.062
H -8.614 0.620 -6.459
H -7.525 2.548 -7.614
H -5.306 3.324 -6.793
H -5.217 0.481 -3.847
H -7.429 -0.435 -4.532
C -1.949 0.416 -9.544
C -0.818 0.382 -8.746
C -0.980 0.188 -7.383
N -2.163 0.031 -6.787
C -3.237 0.067 -7.574
C -3.187 0.255 -8.947
H -1.866 0.566 -10.613
H 0.170 0.505 -9.169
H -0.116 0.155 -6.724
H -4.188 -0.061 -7.068
H -4.097 0.274 -9.530
C 4.952 0.669 4.220
C 4.341 1.909 4.141
C 3.432 2.129 3.120
N 3.112 1.218 2.205
C 3.708 0.028 2.295
C 4.628 -0.297 3.278
H 5.668 0.455 5.004
H 4.556 2.690 4.850
H 2.930 3.084 3.028
H 3.429 -0.700 1.539
H 5.076 -1.281 3.303
C -2.225 2.907 0.511
C -2.887 4.071 0.869
C -2.131 5.152 1.294
N -0.801 5.139 1.380
C -0.184 4.012 1.027
C -0.842 2.874 0.588
H -2.778 2.039 0.173
H -3.965 4.140 0.822
H -2.609 6.083 1.584
H 0.898 4.027 1.108
H -0.284 1.990 0.318
C 2.216 -0.109 6.979
C 1.741 1.185 6.852
C 0.648 1.407 6.028
N 0.029 0.445 5.347
C 0.500 -0.792 5.479
C 1.583 -1.123 6.279
H 3.066 -0.324 7.613
H 2.206 2.007 7.379
H 0.242 2.404 5.901
H -0.023 -1.554 4.911
H 1.921 -2.147 6.350
C 8.184 -4.224 2.215
C 7.586 -2.977 2.151
C 6.662 -2.742 1.145
N 6.315 -3.647 0.232
C 6.901 -4.840 0.308
C 7.835 -5.179 1.275
H 8.910 -4.449 2.986
H 7.830 -2.201 2.864
H 6.168 -1.780 1.058
H 6.602 -5.556 -0.449
H 8.277 -6.165 1.288
C 2.731 7.333 5.610
C 3.994 6.817 5.374
C 4.132 5.442 5.267
N 3.119 4.584 5.382
C 1.912 5.100 5.611
C 1.665 6.458 5.731
H 2.581 8.401 5.697
H 4.854 7.464 5.272
H 5.104 4.998 5.076
H 1.106 4.380 5.699
H 0.662 6.819 5.913
C -0.763 8.916 0.210
C -0.312 10.125 -0.296
C 0.830 10.685 0.258
N 1.518 10.129 1.251
C 1.068 8.968 1.724
C -0.060 8.319 1.243
H -1.649 8.445 -0.197
H -0.831 10.624 -1.103
H 1.218 11.628 -0.110
H 1.648 8.538 2.534
H -0.376 7.374 1.664
C -0.617 -10.433 -0.785
C -1.180 -9.169 -0.726
C -2.262 -8.899 -1.551
N -2.789 -9.780 -2.399
C -2.233 -10.988 -2.441
C -1.152 -11.365 -1.658
H 0.228 -10.687 -0.157
H -0.796 -8.411 -0.060
H -2.739 -7.924 -1.536
H -2.681 -11.685 -3.141
H -0.742 -12.363 -1.734
*
```

***

No. 2
ORCA calculation (ωB97M-V with the def2-TZVPD basis set) on a 2-piece molecular cluster, C57H71N3O2 overall in a non-equilibrium geometry.

Calculated values
E_LUMO ... -1.0 eV
Frontier orbital gap ... 5.20 eV
Molar mass ... 830.214 g mol⁻¹

Geometry as ORCA input:
```
! wB97M-V def2-TZVPD RIJCOSX def2/J DEFGRID3
* xyz 0 1
C -2.756 -2.750 1.107
C -3.041 -2.097 2.456
C -3.698 -3.079 3.428
C -3.835 -0.822 2.266
C -5.207 -0.820 2.084
C -5.890 0.364 1.881
C -5.202 1.562 1.843
C -3.827 1.591 1.997
C -3.045 2.885 1.936
C -3.441 3.831 3.068
C -3.171 3.554 0.567
C -3.143 0.389 2.191
N -1.706 0.398 2.312
N -0.873 0.167 1.302
N 0.336 0.216 1.815
C 1.543 0.199 1.019
C 2.075 1.404 0.547
C 1.348 2.695 0.860
C 0.325 3.005 -0.229
C 2.291 3.876 1.099
C 3.189 1.363 -0.275
C 3.783 0.160 -0.600
C 3.257 -1.024 -0.122
C 2.139 -1.023 0.693
C 1.469 -2.304 1.139
C 2.460 -3.354 1.647
C 0.608 -2.861 0.010
C 0.338 0.487 3.213
C 1.498 0.643 4.066
C 1.630 1.754 4.916
C 2.744 1.897 5.708
C 3.744 0.939 5.685
C 3.634 -0.165 4.858
C 2.532 -0.308 4.053
C -1.028 0.631 3.539
C -1.594 0.841 4.755
H -2.239 -2.053 0.445
H -2.144 -3.648 1.218
H -3.687 -3.037 0.619
H -2.076 -1.794 2.899
H -3.938 -2.600 4.379
H -4.623 -3.478 3.011
H -3.045 -3.931 3.636
H -5.743 -1.753 2.087
H -6.959 0.352 1.737
H -5.736 2.484 1.686
H -1.984 2.614 2.077
H -3.312 3.353 4.040
H -2.840 4.742 3.057
H -4.487 4.123 2.977
H -2.861 2.876 -0.229
H -4.205 3.841 0.372
H -2.562 4.457 0.504
H 0.799 2.517 1.801
H -0.387 2.185 -0.337
H -0.230 3.920 -0.012
H 0.821 3.136 -1.191
H 3.052 3.631 1.842
H 2.799 4.162 0.178
H 1.748 4.755 1.453
H 3.583 2.278 -0.681
H 4.643 0.142 -1.253
H 3.706 -1.961 -0.403
H 0.803 -2.031 1.977
H 3.137 -2.945 2.398
H 1.940 -4.206 2.089
H 3.070 -3.739 0.830
H -0.107 -2.114 -0.336
H 1.232 -3.133 -0.841
H 0.061 -3.753 0.322
H 0.867 2.514 4.899
H 2.847 2.767 6.335
H 4.615 1.059 6.308
H 4.411 -0.910 4.847
H 2.433 -1.166 3.417
H -0.988 0.930 5.630
H -2.658 0.867 4.867
C 0.586 -9.443 5.581
O 1.321 -8.481 4.863
C 1.121 -7.175 5.277
C 1.832 -6.154 4.621
C 1.688 -4.839 4.973
C 0.817 -4.459 6.009
C 0.667 -3.085 6.371
C -0.131 -2.658 7.391
C -0.310 -1.328 7.778
C -1.140 -0.938 8.822
C -1.251 0.444 9.159
C -2.044 0.875 10.169
C -2.191 2.349 10.551
C -3.670 2.744 10.391
C -1.336 3.279 9.672
C -1.753 2.514 12.016
C -2.809 -0.096 10.941
O -3.535 0.270 11.860
C -2.703 -1.509 10.608
C -3.522 -2.504 11.441
C -3.094 -2.374 12.913
C -3.323 -3.968 11.003
C -5.013 -2.152 11.299
C -1.898 -1.881 9.588
C 0.105 -5.484 6.664
C 0.252 -6.794 6.314
H 0.816 -10.428 5.178
H 0.869 -9.421 6.634
H -0.483 -9.259 5.467
H 2.496 -6.443 3.827
H 2.251 -4.078 4.463
H 1.214 -2.352 5.809
H -0.650 -3.409 7.952
H 0.225 -0.567 7.239
H -0.677 1.145 8.582
H -4.305 2.102 11.001
H -3.837 3.778 10.690
H -3.985 2.636 9.353
H -0.275 3.046 9.763
H -1.621 3.206 8.623
H -1.471 4.316 9.976
H -0.705 2.240 12.136
H -1.876 3.543 12.353
H -2.342 1.867 12.666
H -3.242 -1.353 13.266
H -3.671 -3.043 13.551
H -2.038 -2.617 13.028
H -3.635 -4.121 9.971
H -2.284 -4.277 11.107
H -3.923 -4.630 11.625
H -5.331 -2.242 10.261
H -5.631 -2.814 11.904
H -5.196 -1.125 11.617
H -1.832 -2.924 9.347
H -0.576 -5.238 7.458
H -0.310 -7.545 6.840
*
```

***

No. 3
ORCA calculation (ωB97M-V with the def2-TZVPD basis set) on C57H76BN7O11PSScSi as an isolated structure in a non-equilibrium geometry.

Calculated values
E_LUMO ... 4.0 eV
Frontier orbital gap ... 6.71 eV
Molar mass ... 1182.168 g mol⁻¹

Geometry as ORCA input:
```
! wB97M-V def2-TZVPD RIJCOSX def2/J DEFGRID3
* xyz -2 1
Sc 0.113 -1.287 0.275
O 1.343 -0.903 -3.919
C 0.765 -0.947 -2.828
O 1.258 -0.796 -1.668
C -0.724 -1.238 -2.822
C -1.536 -1.246 -3.939
C -2.852 -1.667 -3.788
C -3.291 -2.137 -2.556
C -2.404 -2.112 -1.500
N -1.180 -1.620 -1.638
C -2.627 -2.759 -0.143
O -3.707 -3.283 0.099
O -1.579 -2.709 0.590
H -1.118 -0.938 -4.889
H -3.522 -1.671 -4.640
H -4.283 -2.539 -2.400
C 4.931 -4.313 2.120
C 3.481 -4.003 2.315
C 2.611 -4.520 3.240
C 1.366 -3.915 2.966
N 1.490 -3.055 1.955
N 2.784 -3.135 1.554
B 3.300 -2.461 0.270
N 2.524 -3.076 -0.913
N 1.229 -3.442 -0.771
C 0.910 -4.097 -1.886
C 1.998 -4.127 -2.765
C 2.998 -3.437 -2.119
C 4.339 -3.050 -2.643
C -0.389 -4.770 -2.070
C -1.109 -5.242 -0.974
C -2.320 -5.894 -1.158
C -2.816 -6.101 -2.440
C -2.099 -5.640 -3.538
C -0.894 -4.976 -3.354
N 3.234 -0.920 0.439
N 2.206 -0.296 1.090
C 2.662 0.921 1.423
C 3.960 1.091 0.912
C 4.283 -0.093 0.297
C 5.564 -0.447 -0.389
C 2.049 1.968 2.284
C 2.927 2.700 3.094
C 2.492 3.797 3.825
C 1.161 4.191 3.754
C 0.279 3.448 2.985
C 0.712 2.336 2.279
C 0.106 -4.229 3.680
C -1.065 -3.506 3.483
C -2.233 -3.842 4.154
C -2.248 -4.906 5.044
C -1.084 -5.640 5.252
C 0.077 -5.306 4.571
H 5.252 -5.007 2.897
H 5.114 -4.773 1.146
H 5.547 -3.413 2.181
H 2.855 -5.238 4.008
H 4.457 -2.745 0.128
H 2.047 -4.562 -3.752
H 4.583 -3.664 -3.510
H 4.309 -2.005 -2.969
H 5.124 -3.162 -1.894
H -0.727 -5.056 0.023
H -2.889 -6.215 -0.294
H -3.768 -6.601 -2.582
H -2.490 -5.778 -4.541
H -0.350 -4.579 -4.206
H 4.569 1.981 0.965
H 6.230 0.415 -0.349
H 6.059 -1.293 0.090
H 5.397 -0.706 -1.436
H 3.967 2.402 3.155
H 3.195 4.347 4.440
H 0.816 5.061 4.303
H -0.767 3.725 2.920
H 0.013 1.794 1.673
H -1.081 -2.692 2.778
H -3.120 -3.253 3.954
H -3.160 -5.170 5.568
H -1.081 -6.480 5.937
H 0.967 -5.904 4.729
C -1.869 2.171 -5.497
C -2.201 3.142 -4.361
C -3.710 3.214 -4.167
C -1.648 4.533 -4.677
O -1.691 2.642 -3.131
Si -0.180 2.632 -2.434
S -0.390 1.512 -0.721
O 0.289 4.229 -2.221
C 0.527 5.145 -1.155
C 0.579 6.520 -1.814
C 1.878 4.835 -0.520
C -0.588 5.125 -0.115
O 0.808 2.216 -3.701
C 2.226 2.300 -3.901
C 2.972 1.785 -2.673
C 2.638 3.742 -4.217
C 2.532 1.433 -5.116
H -2.189 2.578 -6.463
H -2.379 1.218 -5.326
H -0.794 1.982 -5.515
H -4.208 3.550 -5.083
H -3.946 3.905 -3.352
H -4.086 2.224 -3.894
H -2.119 4.937 -5.579
H -0.565 4.488 -4.823
H -1.841 5.208 -3.837
H 1.361 6.541 -2.579
H 0.793 7.291 -1.068
H -0.379 6.742 -2.294
H 2.674 4.940 -1.266
H 1.876 3.809 -0.151
H 2.084 5.509 0.317
H -1.552 5.335 -0.594
H -0.401 5.876 0.660
H -0.634 4.139 0.346
H 2.795 2.437 -1.811
H 4.049 1.752 -2.872
H 2.621 0.783 -2.407
H 2.332 4.411 -3.417
H 2.161 4.074 -5.146
H 3.725 3.796 -4.344
H 2.211 0.408 -4.929
H 3.607 1.451 -5.326
H 1.997 1.821 -5.989
C -5.022 1.303 2.583
C -3.851 1.361 1.605
C -3.967 0.259 0.555
C -3.787 2.713 0.921
O -2.603 1.280 2.367
P -1.916 -0.097 2.835
O -2.928 -1.109 3.175
O -0.815 -0.469 1.842
O -1.075 0.399 4.100
C -1.516 0.517 5.473
C -2.501 -0.575 5.894
C -0.231 0.388 6.280
C -2.150 1.885 5.702
H -5.965 1.347 2.031
H -4.978 2.149 3.278
H -4.981 0.371 3.149
H -4.864 0.422 -0.047
H -4.048 -0.722 1.032
H -3.097 0.282 -0.106
H -4.712 2.893 0.366
H -2.948 2.723 0.224
H -3.652 3.509 1.661
H -2.110 -1.564 5.650
H -3.458 -0.465 5.380
H -2.660 -0.499 6.973
H 0.180 -0.618 6.165
H -0.425 0.582 7.338
H 0.505 1.108 5.909
H -2.973 2.034 4.995
H -1.418 2.675 5.553
H -2.537 1.943 6.722
*
```

***

no.,E_HOMO (eV),calculated total energy (eV)
1,-9.2637,-90465.1391
2,-6.1874,-68824.8040
3,-2.7528,-142697.1965